Entry from OMol25: C2H6CsO2 as an isolated structure in a non-equilibrium geometry (the ωB97M-V functional and the def2-TZVPD basis).

Energy above the lowest of the compared OMol25 structures with the same formula, charge and spin   0.580 eV
Total charge   +1
DFT total energy   -6808.1730 eV
Frontier orbital gap   9.96 eV

Last column: Mulliken charge in e.
Cartesian coordinates (Å):
Cs  0.6971  3.3298  -1.0477  1.04
C  0.0338  0.0118  -0.6861  -0.29
C  0.0155  -0.5725  0.6957  -0.28
O  1.2104  -1.2532  1.0234  -0.51
O  -1.1462  0.7739  -0.9555  -0.52
H  0.0350  -0.7273  -1.4899  0.24
H  0.9178  0.6385  -0.8585  0.18
H  -0.8152  -1.3028  0.6794  0.23
H  -0.2489  0.1383  1.4877  0.29
H  1.2773  -1.3448  1.9756  0.33
H  -1.9766  0.3083  -0.8240  0.31


Entry from OMol25: a 19-piece molecular cluster, H36O22P overall in a non-equilibrium geometry (the ωB97M-V functional and the def2-TZVPD basis).

Energy above the lowest of the compared OMol25 structures with the same formula, charge and spin   4.335 eV
Total charge   -3
DFT total energy   -54922.1684 eV
Frontier orbital gap   7.49 eV

Last column: Mulliken charge in e.
Cartesian coordinates (Å):
P  -15.5750  13.1444  -9.2555  -3.35
O  -15.5246  11.6867  -9.3710  1.40
O  -14.1675  13.7524  -9.4480  0.16
O  -16.0441  13.5530  -7.9390  2.67
O  -16.3634  13.7448  -10.2955  0.82
O  -14.0871  9.6662  -9.6650  -0.81
H  -14.1628  9.1789  -8.8711  0.28
H  -14.5608  10.5065  -9.5441  0.15
O  -16.2765  16.2048  -10.5554  -0.82
H  -16.4023  15.2516  -10.4341  0.23
H  -15.5290  16.3652  -10.0268  0.60
O  -18.6760  14.5551  -10.2189  -0.81
H  -18.7494  14.9378  -9.2932  0.42
H  -17.7101  14.2271  -10.3288  0.04
O  -12.5034  11.9969  -9.5738  -0.79
H  -13.0606  12.8312  -9.4196  0.09
H  -12.8991  11.5634  -10.3259  0.32
O  -13.9997  16.1618  -8.9848  -0.91
H  -14.0564  15.2620  -9.3283  0.09
H  -14.5996  16.2642  -8.2303  0.65
O  -18.0840  15.3221  -7.7782  -0.79
H  -17.2709  14.7203  -7.7143  -0.01
H  -17.6914  16.1882  -7.7052  0.35
O  -10.9843  14.8667  -9.0333  -0.74
H  -11.5901  14.8954  -8.2898  0.30
H  -11.5515  14.6938  -9.8247  0.51
O  -14.8430  13.9214  -12.5135  -0.91
H  -15.4674  13.9025  -11.7926  -0.02
H  -14.0206  14.2328  -12.1435  0.58
O  -17.6584  10.4278  -9.2555  -0.80
H  -18.3881  11.0703  -9.1420  0.40
H  -16.8676  10.9164  -9.3079  -0.20
O  -15.2025  15.7996  -6.7855  -0.72
H  -14.6231  15.6060  -6.0103  0.31
H  -15.5874  14.9774  -7.1765  -0.06
O  -15.2478  12.7983  -5.7560  -0.85
H  -14.3593  13.2066  -5.6841  0.45
H  -15.5342  13.1631  -6.6422  -0.41
O  -17.0681  14.3795  -4.2929  -0.72
H  -16.7316  14.0439  -5.1465  0.39
H  -16.4210  14.3421  -3.5907  0.25
O  -17.9427  12.1576  -6.9645  -0.80
H  -17.2635  12.7477  -7.3285  -0.21
H  -17.6650  11.3317  -7.3180  0.56
O  -15.4197  10.4839  -7.1910  -0.79
H  -15.5084  11.1449  -6.5033  0.41
H  -15.4942  10.9384  -8.0540  0.27
O  -17.7822  12.5733  -12.1482  -0.75
H  -17.3875  11.7484  -12.2710  0.40
H  -17.3195  12.9305  -11.3902  0.33
O  -13.0203  13.7069  -7.0590  -0.82
H  -13.5467  14.0307  -7.7919  0.19
H  -12.9455  12.7505  -7.1368  0.39
O  -12.6418  14.4563  -11.2260  -1.02
H  -13.2729  14.1889  -10.5228  0.67
H  -12.3828  13.5802  -11.5468  0.34
O  -15.2586  11.3650  -11.9862  -0.83
H  -15.1173  12.2616  -12.2385  0.71
H  -15.3412  11.4213  -11.0582  0.24


Entry from OMol25: a 2-piece molecular cluster, C25H35NP overall in a non-equilibrium geometry (the ωB97M-V functional and the def2-TZVPD basis).

Energy above the lowest of the compared OMol25 structures with the same formula, charge and spin   0.966 eV
Total charge   +1
DFT total energy   -37265.1074 eV
Frontier orbital gap   6.47 eV

Last column: Mulliken charge in e.
Cartesian coordinates (Å):
C  0.0949  0.6029  -2.2038  -1.56
C  -0.0486  1.9282  -1.4463  0.65
C  0.9803  2.9476  -1.9379  -1.57
P  -0.1424  1.7892  0.4253  0.44
C  -1.5711  0.5543  0.4254  0.43
C  -2.7464  0.9461  -0.4747  -1.78
C  -2.0893  0.3274  1.8402  -1.76
C  1.2108  0.5021  0.6909  0.64
C  1.3433  0.1878  2.1820  -1.33
C  2.5693  0.9038  0.1125  -1.75
H  0.0736  0.8384  -3.2774  0.49
H  1.0458  0.0999  -1.9936  0.26
H  -0.7185  -0.1044  -2.0081  0.31
H  -1.0413  2.3478  -1.6769  0.47
H  0.8505  3.0506  -3.0237  0.48
H  0.8120  3.9289  -1.4798  0.31
H  2.0158  2.6427  -1.7456  0.29
H  -1.1381  -0.3889  0.0522  0.42
H  -3.5725  0.2500  -0.2768  0.50
H  -3.0981  1.9599  -0.2455  0.34
H  -2.5207  0.8859  -1.5447  0.33
H  -3.0192  -0.2535  1.7868  0.52
H  -1.3900  -0.2350  2.4672  0.21
H  -2.3166  1.2802  2.3352  0.38
H  0.8579  -0.4002  0.1645  0.46
H  2.2921  -0.3399  2.3445  0.47
H  1.3582  1.1057  2.7881  0.18
H  0.5426  -0.4643  2.5483  0.24
H  3.3320  0.2414  0.5452  0.47
H  2.6329  0.7884  -0.9746  0.30
H  2.8358  1.9367  0.3757  0.30
C  -3.5567  1.7863  6.1114  -0.85
N  -2.7490  2.8033  5.4610  0.15
C  -1.8288  2.5725  4.4918  -1.55
C  -1.2703  3.8045  4.0551  0.64
C  -0.3983  3.9720  2.9746  0.44
C  0.1318  5.2744  2.6155  0.26
C  -0.7216  6.3816  2.3802  -0.49
C  -0.2050  7.6531  2.1402  -0.47
C  1.1799  7.8696  2.1786  -0.41
C  2.0397  6.7843  2.3934  -0.68
C  1.5309  5.5013  2.5576  -0.45
C  -1.8231  4.8189  4.9736  0.50
C  -1.4936  6.1223  5.3164  -0.06
C  -2.2298  6.7861  6.3132  -0.82
C  -3.2558  6.1372  7.0177  -0.70
C  -3.5359  4.7859  6.7607  -0.94
C  -2.7961  4.1665  5.7612  0.51
H  -4.1851  2.2691  6.8606  0.28
H  -4.1974  1.2788  5.3794  0.32
H  -2.9217  1.0354  6.5960  0.34
H  -1.5543  1.5659  4.1913  0.92
H  -0.0180  3.0657  2.4916  0.19
H  -1.8028  6.2320  2.4172  0.48
H  -0.8874  8.4828  1.9442  0.41
H  1.5785  8.8747  2.0406  0.42
H  3.1163  6.9451  2.4271  0.41
H  2.1951  4.6507  2.7224  0.43
H  -0.6574  6.6132  4.8217  0.48
H  -2.0066  7.8293  6.5434  0.41
H  -3.8291  6.6728  7.7726  0.40
H  -4.2931  4.2258  7.3016  0.26